# 1
The following is a quantum chemistry calculation of one molecule with the formula C5H6, from the OMol25 dataset.

Last columns: bonded neighbours and bond lengths (Å).
Element x y z (Å)
1 C 0.469 0.944 0.829  C4 1.544, C5 1.599, H6 1.045, H7 1.087
2 C -1.790 0.100 -0.111  C4 1.249, H8 1.132, H9 1.031
3 C 1.302 -1.121 -0.549  C5 1.288, H10 1.043, H11 1.101
4 C -1.053 0.758 0.654  C1 1.544, C2 1.249
5 C 1.497 -0.144 0.266  C1 1.599, C3 1.288
6 H 0.522 1.787 0.214  C1 1.045
7 H 0.889 1.104 1.819  C1 1.087
8 H -1.407 -0.528 -0.971  C2 1.132
9 H -2.805 0.269 -0.181  C2 1.031
10 H 2.031 -1.734 -0.974  C3 1.043
11 H 0.345 -1.434 -0.996  C3 1.101

## Properties
Multiplicity: 1
Kohn-Sham gap (alpha / beta): 8.32 / 8.85 eV

# 2
The following is a quantum chemistry calculation of a 2-piece molecular cluster, C16H18N5O2S overall, from the OMol25 dataset.

Last columns: bonded neighbours and bond lengths (Å).
Element x y z (Å)
1 C 3.611 4.184 -1.654  N2 1.461, H22 1.087, H23 1.089, H24 1.087
2 N 3.583 2.723 -1.611  C1 1.461, C3 1.462, C4 1.432
3 C 4.106 2.089 -2.820  N2 1.462, H25 1.088, H26 1.088, H27 1.089
4 C 2.670 2.022 -0.760  N2 1.432, C5 1.403, C21 1.404
5 C 1.301 1.960 -1.058  C4 1.403, C6 1.369, H28 1.078
6 C 0.450 1.235 -0.268  C5 1.369, C7 1.404, H29 1.076
7 C 0.910 0.527 0.854  C6 1.404, C8 1.458, C20 1.403
8 C 0.018 -0.314 1.644  C7 1.458, C9 1.362, H30 1.079
9 C -0.872 -1.235 1.180  C8 1.362, C10 1.461, C18 1.461
10 C -1.742 -1.908 2.141  C9 1.461, O11 1.219, N12 1.412
11 O -1.684 -1.634 3.328  C10 1.219
12 N -2.653 -2.876 1.663  C10 1.412, C13 1.454, C14 1.382
13 C -3.491 -3.500 2.675  N12 1.454, H31 1.089, H32 1.090, H33 1.090
14 C -2.769 -3.199 0.325  N12 1.382, S15 1.654, N16 1.379
15 S -3.895 -4.292 -0.198  C14 1.654
16 N -1.920 -2.600 -0.582  C14 1.379, C17 1.455, C18 1.411
17 C -1.960 -2.970 -1.989  N16 1.455, H34 1.090, H35 1.089, H36 1.089
18 C -0.941 -1.651 -0.219  C9 1.461, N16 1.411, O19 1.218
19 O -0.178 -1.228 -1.069  C18 1.218
20 C 2.270 0.637 1.179  C7 1.403, C21 1.369, H37 1.076
21 C 3.130 1.345 0.382  C4 1.404, C20 1.369, H38 1.077
22 H 3.204 4.584 -0.729  C1 1.087
23 H 4.635 4.537 -1.774  C1 1.089
24 H 3.016 4.539 -2.492  C1 1.087
25 H 4.013 1.009 -2.729  C3 1.088
26 H 3.536 2.422 -3.685  C3 1.088
27 H 5.154 2.348 -2.963  C3 1.089
28 H 0.934 2.473 -1.932  C5 1.078
29 H -0.594 1.162 -0.519  C6 1.076
30 H 0.061 -0.217 2.718  C8 1.079
31 H -4.160 -4.234 2.228  C13 1.089
32 H -2.861 -3.996 3.414  C13 1.090
33 H -4.077 -2.728 3.173  C13 1.090
34 H -1.303 -2.315 -2.561  C17 1.090
35 H -1.623 -4.000 -2.107  C17 1.089
36 H -2.974 -2.874 -2.374  C17 1.089
37 H 2.647 0.109 2.037  C20 1.076
38 H 4.182 1.390 0.604  C21 1.077
39 N -2.897 1.889 1.102  C40 1.245, H42 0.985
40 C -3.775 1.245 1.707  N39 1.245, N41 1.191
41 N -4.625 0.654 2.296  C40 1.191
42 H -2.434 2.688 1.445  N39 0.985

## Properties
Multiplicity: 1
Kohn-Sham gap: 4.71 eV
Charge: -1

# 3
The following is a quantum chemistry calculation of a 2-piece molecular cluster, C2HN4S overall, from the OMol25 dataset.

Last columns: bonded neighbours and bond lengths (Å).
Element x y z (Å)
1 C 0.269 -1.118 -0.129  C2 1.361, N4 1.354, H8 1.109
2 C -0.037 0.192 0.085  C1 1.361, S7 1.737
3 N -2.303 1.932 -1.648  N6 1.089
4 N 1.281 -1.282 0.756  C1 1.354, N5 1.275
5 N 1.710 -0.320 1.475  N4 1.275, S7 1.615
6 N -1.609 1.396 -1.003  N3 1.089
7 S 0.889 1.055 1.274  C2 1.737, N5 1.615
8 H -0.200 -1.855 -0.811  C1 1.109

## Properties
Multiplicity: 1
Kohn-Sham gap (alpha / beta): 7.24 / 7.23 eV
Charge: +1

# 4
The following is a quantum chemistry calculation of a 2-piece molecular cluster, CH7NO2 overall, from the OMol25 dataset.

Last columns: bonded neighbours and bond lengths (Å).
Element x y z (Å)
1 N -0.463 -0.473 -0.062  C2 1.486, H4 1.010, H5 0.996
2 C 0.978 -0.331 0.272  N1 1.486, O3 1.371, H6 1.066, H7 1.015
3 O 1.823 -0.888 -0.653  C2 1.371, H8 1.102
4 H -0.739 -0.747 -0.994  N1 1.010
5 H -0.937 -1.154 0.488  N1 0.996
6 H 1.260 0.694 0.353  C2 1.066
7 H 1.027 -0.601 1.249  C2 1.015
8 H 1.528 -1.917 -0.917  O3 1.102
9 O -1.617 1.934 0.433  H10 0.969, H11 0.918
10 H -1.030 1.194 0.217  O9 0.969
11 H -1.830 2.288 -0.387  O9 0.918

## Properties
Multiplicity: 1
Kohn-Sham gap: 10.44 eV

# 5
The following is a quantum chemistry calculation of one molecule with the formula C6H12, from the OMol25 dataset.

Last columns: bonded neighbours and bond lengths (Å).
Element x y z (Å)
1 C -1.496 -1.114 -0.724  C2 1.308, H7 1.121, H8 1.112
2 C -0.994 -0.215 0.084  C1 1.308, C3 1.524, C4 1.524
3 C -1.677 1.142 0.202  C2 1.524, H9 1.149, H10 1.106, H11 1.100
4 C 0.215 -0.523 0.958  C2 1.524, C5 1.485, H12 1.081, H13 1.121
5 C 1.501 -0.576 0.217  C4 1.485, C6 1.550, H14 1.122, H15 1.125
6 C 1.861 0.686 -0.607  C5 1.550, H16 1.139, H17 1.187, H18 1.111
7 H -1.103 -2.164 -0.744  C1 1.121
8 H -2.447 -1.019 -1.291  C1 1.112
9 H -0.926 2.010 0.166  C3 1.149
10 H -2.196 1.188 1.178  C3 1.106
11 H -2.402 1.386 -0.589  C3 1.100
12 H 0.150 0.130 1.817  C4 1.081
13 H -0.014 -1.515 1.425  C4 1.121
14 H 1.319 -1.393 -0.529  C5 1.122
15 H 2.268 -0.951 0.950  C5 1.125
16 H 2.266 1.536 0.034  C6 1.139
17 H 2.710 0.369 -1.373  C6 1.187
18 H 0.965 1.022 -1.173  C6 1.111

## Properties
Multiplicity: 1
Kohn-Sham gap: 10.45 eV

In the order shown, the computed relative energy (zero: lowest compared OMol25 entry of this formula, charge and spin) values come out to 5.558, 0.499, 3.120, 0.847, 1.378 eV.